[1]
ORCA calculation (the ωB97M-V functional and the def2-TZVPD basis) on C2H4NO2P as an isolated structure in a non-equilibrium geometry.

Calculated values
charge: 0
2S+1: 1
E_LUMO: 0.71 eV

Cartesian coordinates (Å):
C: 0.125 0.451 -0.197
C: -0.148 -0.890 -0.596
N: 1.179 0.702 0.605
O: -0.681 1.340 -0.469
O: -2.315 -0.341 0.963
P: -2.091 -0.221 -0.469
H: 0.379 -0.926 -1.659
H: 0.349 -1.622 0.024
H: 1.851 -0.040 0.733
H: 1.351 1.547 1.065

[2]
ORCA calculation (the ωB97M-V functional and the def2-TZVPD basis) on a 2-piece molecular cluster, C4H13NO overall in a non-equilibrium geometry.

Calculated values
charge: 0
2S+1: 1
E_LUMO: 0.73 eV

Cartesian coordinates (Å):
C: 1.923 0.464 2.063
C: 1.848 0.483 0.534
N: 0.498 0.082 0.080
C: 0.082 -0.875 -0.911
C: -0.190 -0.194 -2.300
H: 2.425 1.390 2.357
H: 2.177 -0.437 2.618
H: 0.876 0.597 2.399
H: 2.189 1.357 -0.015
H: 2.549 -0.302 0.215
H: -0.093 0.898 0.004
H: -0.883 -1.368 -0.683
H: 0.791 -1.725 -0.954
H: 0.545 -0.544 -3.072
H: -1.157 -0.420 -2.747
H: 0.083 0.848 -2.200
O: -4.737 0.192 1.074
H: -3.789 0.064 0.993
H: -5.135 -0.510 0.543

[3]
ORCA calculation (the ωB97M-V functional and the def2-TZVPD basis) on a 8-piece molecular cluster, H16O8 overall in a non-equilibrium geometry.

Calculated values
charge: -1
2S+1: 2
E_LUMO (spin up / spin down): 2.86 / 2.79 eV
<S²>: 0.75

Cartesian coordinates (Å):
O: 1.913 1.928 -2.035
H: 1.306 1.295 -1.650
H: 2.776 1.529 -1.928
O: 0.771 -2.433 -1.595
H: 0.824 -3.155 -2.221
H: 1.674 -2.300 -1.306
O: 0.136 -0.089 -0.395
H: -0.355 -0.122 0.426
H: 0.244 -1.006 -0.647
O: -2.887 -1.914 0.096
H: -2.279 -2.465 0.589
H: -2.802 -1.047 0.493
O: 2.904 -0.036 0.222
H: 2.031 0.355 0.248
H: 2.745 -0.971 0.094
O: -1.635 1.934 -1.289
H: -1.220 2.544 -0.679
H: -1.304 1.074 -1.030
O: 0.787 1.199 2.552
H: 0.608 0.274 2.719
H: 1.704 1.316 2.802
O: -2.491 0.445 1.256
H: -2.054 1.165 1.711
H: -3.397 0.482 1.563

[4]
ORCA calculation (the ωB97M-V functional and the def2-TZVPD basis) on a 17-piece molecular cluster, C3H40O17 overall in a non-equilibrium geometry.

Calculated values
charge: 0
2S+1: 1
E_LUMO: -0.53 eV

Cartesian coordinates (Å):
O: 0.814 0.104 2.891
H: 0.835 -0.239 3.801
H: 0.305 -0.524 2.247
H: 0.247 0.908 2.943
C: -1.061 0.956 -0.012
C: -0.508 -0.487 -0.208
C: 0.939 -0.401 -0.719
O: -0.604 -1.218 0.989
H: -0.858 1.429 0.940
H: -2.154 0.977 -0.093
H: -0.726 1.605 -0.823
H: -1.079 -1.030 -0.970
H: 1.034 0.068 -1.700
H: 1.423 -1.374 -0.804
H: 1.462 0.225 0.006
O: 4.260 -1.005 -1.265
H: 3.877 -1.597 -0.607
H: 3.821 -1.254 -2.110
O: 0.018 4.178 -1.073
H: 0.745 4.579 -0.591
H: -0.416 3.606 -0.427
O: 2.111 2.595 0.939
H: 2.562 2.044 0.266
H: 2.490 3.471 0.816
O: 3.659 1.669 -1.188
H: 3.617 1.963 -2.103
H: 3.576 0.686 -1.226
O: -3.298 -1.002 2.068
H: -3.259 -1.914 2.378
H: -2.485 -0.894 1.530
O: -2.863 -0.104 -3.420
H: -2.773 -0.755 -2.716
H: -2.538 -0.553 -4.207
O: -1.864 3.367 1.730
H: -2.005 2.410 1.691
H: -1.106 3.478 2.311
O: 1.000 -2.922 2.309
H: 0.405 -3.576 2.691
H: 0.444 -2.446 1.642
O: 2.921 -1.740 -3.536
H: 3.482 -1.473 -4.277
H: 2.553 -2.592 -3.802
O: -1.001 -4.360 0.516
H: -0.066 -4.149 0.412
H: -1.439 -3.497 0.532
O: -2.994 -3.000 -2.014
H: -2.929 -3.899 -1.669
H: -3.501 -2.521 -1.346
O: 3.609 0.454 2.190
H: 3.678 0.791 3.087
H: 3.437 1.238 1.647
O: 0.348 -0.786 -4.456
H: 0.542 -0.687 -3.519
H: 1.186 -1.031 -4.850
O: -4.830 2.904 0.438
H: -3.939 3.243 0.578
H: -5.044 2.436 1.252
O: -1.751 0.763 3.434
H: -2.008 0.868 4.357
H: -2.299 0.012 3.103

Electronic energy readings, ordered: -625.19493 -290.14099 -611.49065 -1417.30173 hartree
Relative energy (zero: lowest compared OMol25 entry of this formula, charge and spin) readings, ordered: 0.989 1.522 0.420 5.171 eV